[1]
Below is a molecular structure, C36H35N8NiO5SSe, with properties calculated with ωB97M-V with the def2-TZVPD basis set.

Properties
Gap between HOMO and LUMO (spin up / spin down) in eV: 4.31 / 4.31
Relative energy (zero: lowest compared OMol25 entry of this formula, charge and spin) in kcal/mol: 0.0

The geometry in ORCA input format:
```
! RIJCOSX wB97M-V def2-TZVPD def2/J DEFGRID3
* xyz 1 1
Ni -1.449 0.528 0.617
C 3.740 -1.653 5.312
C 3.036 -1.093 4.104
C 3.782 -0.670 2.985
C 3.078 -0.218 1.906
C 4.074 0.127 -0.555
N 4.065 0.822 -1.652
C 3.239 1.995 -1.956
C 2.606 1.909 -3.342
C 1.836 0.660 -3.756
N 0.582 0.359 -3.048
C -0.122 -0.651 -3.477
C -1.366 -1.142 -3.017
C -1.833 -2.300 -3.672
C -2.939 -2.982 -3.244
C -3.423 -4.243 -3.903
C -3.568 -2.478 -2.102
C -3.163 -1.344 -1.419
C -3.917 -1.023 -0.210
N -3.719 -0.006 0.522
C -4.555 0.168 1.703
C -3.905 1.133 2.684
C -2.644 0.643 3.378
N -1.397 0.458 2.572
C -0.461 -0.046 3.285
C 0.938 -0.361 3.013
C 1.668 -0.901 4.101
C 1.679 -0.183 1.860
O 0.917 1.345 -0.087
C -2.024 -0.616 -1.875
O -1.554 0.460 -1.313
H 4.624 -2.219 5.023
H 3.088 -2.320 5.873
H 4.063 -0.857 5.987
H 4.865 -0.670 3.024
H 5.572 -1.200 -1.278
H 4.671 0.493 -2.395
H 3.879 2.880 -1.923
H 2.481 2.085 -1.189
H 3.397 2.017 -4.090
H 1.973 2.791 -3.460
H 2.462 -0.236 -3.706
H 1.578 0.814 -4.805
H 0.200 0.913 -2.281
H 0.325 -1.196 -4.300
H -1.259 -2.677 -4.512
H -2.907 -4.414 -4.847
H -4.493 -4.200 -4.106
H -3.240 -5.108 -3.263
H -4.426 -3.018 -1.709
H -4.694 -1.752 0.049
H -4.761 -0.793 2.191
H -5.518 0.586 1.396
H -4.621 1.331 3.486
H -3.731 2.092 2.196
H -2.868 -0.316 3.852
H -2.411 1.351 4.177
H -0.718 -0.252 4.328
H 1.114 -1.172 4.994
Se 0.359 4.747 2.625
N -1.015 5.652 1.993
C -1.726 4.810 1.267
C -2.895 5.150 0.520
C -3.455 4.173 -0.227
C -2.925 2.845 -0.201
N -1.886 2.475 0.495
C -1.231 3.457 1.204
N -0.109 3.222 1.852
H -3.282 6.159 0.556
H -4.328 4.360 -0.836
H -3.413 2.053 -0.753
O 1.782 -4.545 -1.195
S 1.311 -3.225 -1.495
O 1.238 -2.871 -2.906
N -0.048 -2.863 -0.725
C 0.116 -1.699 -0.100
O -0.882 -1.242 0.594
C 1.422 -1.082 -0.146
C 1.678 0.291 0.421
C 3.231 0.539 0.597
C 4.789 -1.154 -0.517
C 3.681 -2.132 -0.893
C 2.349 -1.964 -0.747
H 0.731 1.953 0.650
H 3.407 1.597 0.809
H 5.236 -1.340 0.460
H 4.019 -3.013 -1.426
*
```


[2]
Below is a molecular structure, C36H36FIN6ReS, with properties calculated with ωB97M-V with the def2-TZVPD basis set.

Properties
Gap between HOMO and LUMO (spin up / spin down) in eV: 5.90 / 6.22
Relative energy (zero: lowest compared OMol25 entry of this formula, charge and spin) in kcal/mol: 10.3
⟨S²⟩: 0.84

The geometry in ORCA input format:
```
! RIJCOSX wB97M-V def2-TZVPD def2/J DEFGRID3
* xyz 2 2
Re 0.722 0.974 -0.095
N 2.180 -1.729 2.812
C 1.582 -0.701 2.222
S 2.588 0.340 1.184
N 0.305 -0.487 2.417
N -0.033 0.688 1.772
C -0.633 1.644 2.405
C -1.238 1.503 3.737
C -0.913 2.397 4.757
C -1.486 2.251 6.010
C -2.397 1.229 6.240
C -2.726 0.341 5.225
C -2.140 0.468 3.978
C -0.500 2.946 1.722
C -1.139 4.108 2.101
C -0.788 5.300 1.474
C 0.196 5.296 0.499
C 0.761 4.087 0.131
N 0.416 2.939 0.720
H 3.148 -1.932 2.635
H 1.660 -2.317 3.444
H -0.190 3.186 4.587
H -1.221 2.933 6.806
H -2.850 1.122 7.217
H -3.434 -0.455 5.409
H -2.379 -0.236 3.190
H -1.887 4.079 2.880
H -1.272 6.224 1.758
H 0.518 6.208 0.018
H 1.508 4.023 -0.651
C 3.942 -0.344 -2.009
C 3.664 -1.841 -1.873
C 3.487 -2.465 -3.267
C 2.583 -2.385 -0.928
C 2.933 -3.573 -0.286
C 2.024 -4.333 0.428
C 0.700 -3.945 0.480
C 0.283 -2.760 -0.116
C -1.204 -2.456 -0.173
C -1.933 -3.505 -1.023
C -1.847 -2.389 1.213
C 1.246 -1.962 -0.752
N 0.861 -0.639 -1.209
C 0.702 -0.473 -2.594
C 0.400 -1.487 -3.501
C 0.239 -1.178 -4.843
C 0.398 0.123 -5.307
C 0.726 1.153 -4.429
C 0.855 0.800 -3.116
F 1.222 1.755 -2.154
H 4.677 -0.209 -2.805
H 4.368 0.081 -1.104
H 3.070 0.239 -2.294
H 4.587 -2.267 -1.472
H 2.717 -1.951 -3.844
H 3.225 -3.521 -3.206
H 4.421 -2.380 -3.823
H 3.952 -3.929 -0.386
H 2.342 -5.253 0.900
H -0.028 -4.578 0.970
H -1.328 -1.496 -0.677
H -1.793 -4.506 -0.613
H -1.585 -3.519 -2.054
H -3.005 -3.300 -1.036
H -1.805 -3.362 1.704
H -2.904 -2.125 1.130
H -1.338 -1.680 1.867
H 0.308 -2.502 -3.144
H -0.001 -1.967 -5.542
H 0.283 0.342 -6.359
H 0.891 2.169 -4.760
I -3.041 4.419 -3.422
C -2.801 2.840 -2.102
C -3.885 2.134 -1.593
C -3.646 1.102 -0.702
C -2.347 0.803 -0.343
N -1.293 1.465 -0.850
C -1.529 2.474 -1.707
H -4.895 2.392 -1.883
H -4.460 0.533 -0.276
H -2.129 0.022 0.369
H -0.668 3.006 -2.087
*
```


[3]
Below is a molecular structure, C36H36HgN7O3S3, with properties calculated with ωB97M-V with the def2-TZVPD basis set.

Properties
Gap between HOMO and LUMO (spin up / spin down) in eV: 4.56 / 5.39
Relative energy (zero: lowest compared OMol25 entry of this formula, charge and spin) in kcal/mol: 0.0
⟨S²⟩: 0.78

The geometry in ORCA input format:
```
! RIJCOSX wB97M-V def2-TZVPD def2/J DEFGRID3
* xyz -2 2
Hg 1.858 -0.973 -1.757
C -2.565 6.130 1.818
O -1.413 5.573 2.388
C -1.546 4.293 2.913
C -0.371 3.652 3.290
C -0.392 2.374 3.814
C -1.609 1.671 4.002
C -2.780 2.356 3.628
C -2.756 3.636 3.091
N -1.726 0.438 4.593
N -0.688 -0.405 4.608
C 0.153 -0.518 3.494
C 1.473 -0.885 3.710
C 2.402 -1.094 2.682
C 2.078 -0.952 1.336
O 2.936 -1.028 0.363
C 0.683 -0.689 1.078
N 0.302 -0.675 -0.231
C -0.952 -0.502 -0.566
C -1.956 -0.325 0.391
C -1.610 -0.307 1.716
C -0.265 -0.468 2.117
H -2.268 7.082 1.378
H -3.346 6.315 2.565
H -2.980 5.486 1.034
H 0.567 4.181 3.160
H 0.532 1.895 4.108
H -3.727 1.845 3.766
H -3.692 4.102 2.808
H 1.789 -0.994 4.742
H 3.429 -1.344 2.925
H -1.173 -0.517 -1.626
H -2.985 -0.215 0.078
H -2.367 -0.195 2.480
C 0.098 1.132 -4.419
N 0.089 -0.288 -4.138
C -1.230 -0.862 -4.295
C 1.048 -1.021 -4.948
C 2.487 -0.612 -4.727
C 3.269 -0.269 -5.825
C 4.611 0.059 -5.677
C 5.175 0.046 -4.412
C 4.390 -0.281 -3.310
C 3.043 -0.611 -3.441
H -0.190 1.344 -5.467
H 1.091 1.541 -4.236
H -0.587 1.643 -3.744
H -1.580 -0.816 -5.344
H -1.949 -0.315 -3.682
H -1.215 -1.905 -3.974
H 0.807 -0.914 -6.024
H 0.937 -2.078 -4.692
H 2.818 -0.260 -6.813
H 5.206 0.326 -6.543
H 6.222 0.296 -4.277
H 4.844 -0.280 -2.325
S -3.159 -6.927 0.269
C -2.093 -5.746 -0.256
S -1.077 -5.871 -1.654
C -0.368 -4.287 -1.332
N -0.897 -3.723 -0.292
N -1.857 -4.541 0.283
C -2.497 -4.005 1.448
C -1.708 -3.523 2.479
C -2.311 -2.941 3.586
C -3.695 -2.845 3.643
C -4.476 -3.332 2.603
C -3.878 -3.913 1.495
S 0.826 -3.661 -2.384
H -0.629 -3.566 2.391
H -1.707 -2.503 4.373
H -4.156 -2.359 4.494
H -5.555 -3.248 2.647
H -4.463 -4.302 0.673
C 2.624 2.232 1.510
N 2.284 2.308 0.106
C 3.372 2.128 -0.831
C 1.004 2.316 -0.312
O 0.651 2.278 -1.479
H 3.173 3.126 1.825
H 3.234 1.348 1.697
H 1.716 2.139 2.104
H 4.124 2.908 -0.680
H 2.983 2.182 -1.845
H 3.829 1.148 -0.666
H 0.285 2.362 0.523
*
```